{
  "formula": "C54H44AsClN4O11P2SSr",
  "method": "ωB97M-V/def2-TZVPD",
  "charge": -2,
  "energy_ha": -6938.82382,
  "species": ["Sr", "Cl", "C", "C", "C", "C", "O", "C", "C", "N", "C", "C", "C", "C", "C", "C", "C", "C", "N", "C", "C", "H", "H", "H", "H", "H", "H", "H", "H", "H", "H", "O", "As", "O", "O", "C", "C", "C", "C", "C", "C", "S", "O", "O", "O", "H", "H", "H", "H", "H", "C", "C", "P", "C", "C", "C", "C", "C", "C", "C", "C", "C", "C", "C", "C", "P", "C", "C", "C", "C", "C", "C", "C", "C", "C", "C", "C", "C", "H", "H", "H", "H", "H", "H", "H", "H", "H", "H", "H", "H", "H", "H", "H", "H", "H", "H", "H", "H", "H", "H", "H", "H", "C", "C", "N", "C", "C", "N", "C", "O", "O", "C", "O", "O", "H", "H", "H", "H", "H"],
  "xyz": [[0.442446, 0.372228, 1.114168], [-6.637811, 2.076418, -1.430110], [-5.086483, 1.328824, -1.038308], [-4.507484, 0.426859, -1.933046], [-3.270400, -0.107222, -1.675168], [-2.525315, 0.226652, -0.498374], [-1.332609, -0.162640, -0.335417], [-3.216263, 1.050129, 0.460715], [-2.762458, 1.270755, 1.838718], [-1.881595, 0.559396, 2.429509], [-1.701496, 0.596926, 3.835077], [-2.636666, 1.050710, 4.723616], [-2.423017, 1.021858, 6.123653], [-1.256623, 0.547636, 6.634259], [-0.250094, 0.063435, 5.757681], [1.005001, -0.386963, 6.232017], [1.947953, -0.829973, 5.360353], [1.611617, -0.872926, 3.988301], [0.460425, -0.471110, 3.528494], [-0.474661, 0.046015, 4.372268], [-4.450270, 1.627693, 0.141529], [-5.035276, 0.167557, -2.843175], [-2.802889, -0.781715, -2.376733], [-3.317955, 2.054953, 2.373122], [-3.579264, 1.431975, 4.351208], [-3.204735, 1.380743, 6.780858], [-1.079171, 0.528590, 7.702450], [1.198091, -0.360216, 7.299256], [2.924562, -1.159582, 5.685863], [2.312767, -1.268407, 3.262656], [-4.919770, 2.294636, 0.856038], [0.097341, 4.258760, 1.312360], [1.203240, 3.762314, 2.666078], [2.723159, 3.947385, 1.558813], [1.003394, 2.082114, 2.674099], [3.762284, 3.161432, 1.916734], [4.680686, 3.685823, 2.833042], [5.710102, 2.923168, 3.345113], [5.849211, 1.595157, 2.963398], [4.972033, 1.068015, 2.034323], [3.945860, 1.837418, 1.490180], [3.050973, 1.039511, 0.181512], [1.841983, 1.812872, -0.127998], [3.963322, 0.937372, -0.933196], [2.670801, -0.285945, 0.756924], [0.624339, 4.694527, 0.633975], [4.527708, 4.709077, 3.152286], [6.396955, 3.360444, 4.060849], [6.631992, 0.978607, 3.384424], [5.075639, 0.040805, 1.711319], [1.049463, 0.532967, -3.396998], [0.418429, -0.794206, -3.827047], [-0.208336, -2.027485, -2.589476], [1.314223, -2.654932, -1.780485], [1.149623, -3.731595, -0.904540], [2.230729, -4.284875, -0.246549], [3.503135, -3.759090, -0.436033], [3.680830, -2.680905, -1.284017], [2.592664, -2.136365, -1.955730], [-0.479805, -3.381508, -3.805967], [-1.790014, -3.584361, -4.233564], [-2.095699, -4.558864, -5.175213], [-1.086436, -5.355973, -5.693979], [0.224490, -5.165974, -5.274504], [0.524381, -4.184615, -4.342084], [0.073603, 1.894745, -2.606710], [1.272182, 3.269457, -2.888434], [0.987370, 4.407081, -2.126170], [1.802418, 5.524492, -2.161015], [2.927275, 5.529757, -2.976521], [3.214035, 4.417011, -3.748761], [2.397386, 3.292435, -3.700040], [-1.139678, 2.297666, -3.939098], [-0.881484, 2.202618, -5.306810], [-1.853491, 2.520474, -6.240890], [-3.109867, 2.945316, -5.821246], [-3.379400, 3.053554, -4.467205], [-2.399077, 2.729814, -3.536246], [1.484036, 0.936301, -4.317824], [1.889602, 0.397941, -2.713193], [1.155426, -1.309790, -4.456939], [-0.447240, -0.605868, -4.472874], [0.155301, -4.118255, -0.713607], [2.075383, -5.099826, 0.446867], [4.346712, -4.171672, 0.103919], [4.658666, -2.235977, -1.416206], [2.768972, -1.289317, -2.599081], [-2.581738, -2.974363, -3.813853], [-3.121199, -4.698270, -5.493659], [-1.319635, -6.127441, -6.417704], [1.016719, -5.786727, -5.675277], [1.548499, -4.045200, -4.015110], [0.110143, 4.394784, -1.487799], [1.572207, 6.378628, -1.536472], [3.581861, 6.392415, -2.996859], [4.087548, 4.412624, -4.389520], [2.674467, 2.430155, -4.291818], [0.093690, 1.879841, -5.652581], [-1.631122, 2.435482, -7.298143], [-3.874140, 3.184067, -6.550744], [-4.356021, 3.370552, -4.122632], [-2.625664, 2.794791, -2.478149], [-4.065326, -1.414459, 2.249088], [-3.018719, -2.235347, 2.914905], [-1.817417, -2.450808, 2.443621], [-1.199386, -3.263504, 3.366573], [-2.054210, -3.558743, 4.401919], [-3.206159, -2.891900, 4.089626], [-2.031199, -4.417119, 5.640677], [-0.980349, -5.083441, 5.829965], [-3.066364, -4.393515, 6.326441], [0.222577, -3.645341, 3.164821], [0.765600, -4.448053, 4.075376], [0.860066, -3.186791, 2.246625], [-3.682989, -1.054677, 1.295881], [-4.340618, -0.544455, 2.849323], [-4.972980, -1.993827, 2.064969], [-4.003964, -2.921553, 4.706402], [0.108421, -4.690073, 4.822708]],
  "forces_ev_per_a": [[-2.05, -0.88, 0.61], [0.17, -0.10, 0.05], [-0.12, 0.11, 0.03], [0.03, -0.05, -0.09], [-0.12, 0.13, 0.09], [0.15, 0.07, 0.05], [-0.55, 0.02, -0.20], [0.23, 0.53, 0.35], [-0.01, 0.02, -0.33], [0.30, 0.15, 0.46], [0.47, -0.06, -0.30], [-0.23, 0.05, 0.19], [-0.11, 0.03, -0.26], [0.17, -0.03, -0.04], [-0.15, 0.09, 0.22], [-0.03, 0.02, 0.15], [-0.06, -0.04, -0.15], [-0.05, -0.05, 0.25], [-0.26, 0.21, 0.20], [0.05, -0.08, -0.34], [-0.07, 0.01, -0.08], [0.01, 0.03, -0.02], [0.04, -0.04, -0.03], [-0.06, -0.09, 0.03], [-0.03, -0.01, 0.02], [-0.01, 0.01, 0.01], [0.01, -0.01, 0.02], [-0.02, -0.01, -0.01], [-0.01, -0.03, 0.02], [0.01, 0.00, -0.05], [-0.02, 0.01, 0.00], [-0.03, 0.15, 0.11], [-0.36, -1.23, 0.01], [0.33, -0.21, -0.21], [0.13, 1.51, 0.36], [-0.21, 0.09, 0.10], [0.03, 0.01, 0.07], [0.06, 0.03, 0.06], [0.00, -0.02, 0.00], [0.06, 0.09, -0.04], [0.09, 0.20, -0.05], [0.34, -0.55, -0.29], [0.82, 0.22, -0.34], [0.17, -0.03, -0.01], [1.03, 0.79, -0.47], [0.12, -0.12, -0.13], [0.01, 0.01, -0.01], [-0.01, -0.01, 0.01], [0.03, -0.02, -0.01], [-0.04, -0.03, -0.04], [0.10, 0.22, -0.24], [0.09, -0.13, -0.05], [0.02, -0.02, 0.25], [-0.01, 0.02, -0.07], [-0.09, 0.10, 0.01], [0.08, -0.04, 0.00], [0.00, -0.03, 0.01], [-0.05, -0.01, -0.06], [0.10, -0.07, -0.05], [-0.04, 0.04, -0.15], [-0.03, -0.06, -0.07], [0.04, 0.02, 0.01], [0.00, -0.01, -0.02], [-0.01, -0.01, -0.01], [0.04, -0.03, -0.01], [-0.03, -0.31, -0.13], [-0.27, 0.26, 0.33], [0.03, 0.00, -0.06], [-0.01, -0.03, -0.06], [-0.02, 0.04, 0.02], [0.00, -0.02, -0.02], [0.05, -0.04, -0.03], [0.03, 0.01, -0.12], [0.03, 0.00, 0.00], [-0.03, 0.01, -0.01], [0.02, -0.01, -0.04], [0.01, 0.00, 0.05], [-0.07, -0.02, 0.02], [0.02, -0.02, 0.10], [-0.01, -0.02, 0.03], [-0.05, 0.02, 0.02], [0.03, 0.04, 0.02], [-0.03, 0.01, 0.02], [-0.01, 0.02, 0.04], [-0.01, -0.01, 0.01], [0.01, 0.03, 0.03], [0.01, 0.01, -0.07], [-0.01, 0.01, 0.03], [-0.02, -0.02, 0.00], [0.00, -0.01, -0.01], [0.01, -0.02, 0.00], [0.01, 0.00, 0.02], [0.03, -0.02, 0.05], [0.00, 0.04, -0.01], [0.01, 0.01, -0.01], [0.03, -0.01, 0.02], [0.01, 0.02, 0.02], [0.03, -0.01, 0.01], [-0.02, 0.00, -0.01], [-0.01, 0.01, -0.01], [-0.02, 0.01, -0.01], [0.01, -0.03, 0.03], [-0.16, -0.23, -0.07], [-0.09, -0.07, -0.17], [0.01, -0.06, 0.14], [0.15, -0.17, -0.11], [-0.19, 0.10, -0.05], [0.05, -0.01, 0.17], [-0.15, 0.07, -0.05], [0.29, -0.01, 0.14], [0.02, -0.01, 0.00], [-0.23, 0.11, 0.51], [0.07, 0.15, -0.18], [0.35, -0.20, -0.28], [-0.11, -0.25, 0.18], [-0.03, -0.03, 0.06], [-0.01, -0.06, 0.03], [0.02, 0.00, -0.05], [-0.22, -0.15, -0.10]]
}

{
  "formula": "C54H45BaF3N7SSb",
  "method": "ωB97M-V/def2-TZVPD",
  "energy_ha": -3431.52527,
  "species": ["Ba", "C", "N", "C", "C", "C", "C", "C", "C", "N", "C", "C", "C", "C", "C", "C", "N", "C", "C", "C", "C", "C", "N", "H", "H", "H", "H", "H", "H", "H", "H", "H", "H", "H", "H", "H", "H", "H", "H", "H", "H", "F", "C", "F", "F", "C", "C", "C", "C", "N", "C", "S", "H", "H", "H", "C", "C", "C", "C", "C", "C", "N", "N", "C", "C", "C", "C", "C", "C", "H", "H", "H", "H", "H", "H", "H", "H", "H", "C", "C", "C", "C", "C", "C", "Sb", "C", "C", "C", "C", "C", "C", "C", "C", "C", "C", "C", "C", "H", "H", "H", "H", "H", "H", "H", "H", "H", "H", "H", "H", "H", "H", "H"],
  "xyz": [[1.319014, -0.395911, 0.344282], [0.460924, 0.723493, -3.077540], [1.749418, 0.565746, -2.409741], [2.396001, 1.912179, -2.298117], [1.462810, 2.917274, -1.651673], [1.330426, 4.243516, -2.114379], [0.548392, 5.105418, -1.359646], [-0.098883, 4.606707, -0.248676], [0.060759, 3.242953, 0.068862], [0.822008, 2.409168, -0.592662], [2.776373, -0.195036, -3.138127], [3.007322, -1.703225, -3.061244], [4.350350, -2.008789, -3.702247], [5.492452, -2.152284, -3.007187], [5.448792, -2.186778, -1.532088], [4.257317, -2.358253, -0.980860], [2.983212, -2.141580, -1.616772], [-0.514235, -0.355090, -2.749580], [-1.152345, -1.063587, -3.795355], [-2.076702, -2.012171, -3.470230], [-2.276511, -2.299277, -2.112431], [-1.679563, -1.504449, -1.184878], [-0.831985, -0.534200, -1.478255], [0.703668, 0.797541, -4.187723], [0.051476, 1.740832, -2.797627], [2.722227, 2.216499, -3.320042], [3.289479, 1.903688, -1.658404], [1.688237, 4.533958, -3.078242], [0.306172, 6.126147, -1.694938], [-0.712572, 5.235149, 0.430225], [-0.376508, 2.847576, 0.957801], [3.722665, 0.213663, -2.723265], [2.682210, 0.084625, -4.198219], [4.383208, -1.896188, -4.782011], [6.444722, -2.350176, -3.441371], [6.362310, -2.236948, -0.932600], [3.998210, -2.633402, 0.053122], [-1.019303, -0.821930, -4.819450], [-2.634843, -2.542126, -4.245854], [-2.950273, -3.089345, -1.827088], [-1.971658, -1.650863, -0.124107], [2.521808, 3.641121, 4.638458], [2.676665, 4.054986, 3.353680], [3.337511, 5.272775, 3.372586], [1.439956, 4.281952, 2.803069], [3.390053, 3.074629, 2.497603], [4.552871, 3.523921, 1.858337], [5.171233, 2.632546, 0.951448], [4.585234, 1.413961, 0.638354], [3.505267, 1.000465, 1.297984], [2.908577, 1.764841, 2.239602], [1.585492, 1.033450, 3.145820], [5.083674, 4.384596, 2.171780], [6.129826, 2.885004, 0.526510], [4.974667, 0.692715, -0.109537], [1.509994, -4.068233, 3.536415], [2.544068, -4.369410, 2.622420], [2.404480, -4.088929, 1.234158], [1.284723, -3.396633, 0.793294], [0.269686, -3.082388, 1.756630], [0.422431, -3.447893, 3.085491], [1.108397, -2.917323, -0.442163], [2.085203, -3.293426, -1.422424], [1.495583, -3.498709, -2.667623], [0.579260, -4.433875, -3.057451], [0.280740, -4.600914, -4.471466], [0.664699, -3.669713, -5.423334], [1.584872, -2.688477, -5.016518], [1.968808, -2.617845, -3.699198], [1.689221, -4.123449, 4.616593], [3.482315, -4.805242, 2.949278], [3.216228, -4.191114, 0.519296], [-0.717042, -2.701082, 1.445427], [-0.382338, -3.223747, 3.722343], [0.146967, -5.099273, -2.271386], [-0.256350, -5.495689, -4.749565], [0.452634, -3.753693, -6.487650], [1.963484, -2.020104, -5.793954], [-3.620758, 2.083623, 6.565660], [-2.375039, 2.508875, 6.049408], [-1.993573, 2.134958, 4.811078], [-2.810734, 1.314444, 4.009165], [-4.007628, 0.816610, 4.577579], [-4.382056, 1.155531, 5.857909], [-2.263657, 0.702016, 2.088163], [-3.746730, -0.847654, 1.737216], [-3.513171, -2.163937, 2.231501], [-4.379506, -3.192889, 1.842361], [-5.498922, -2.914876, 1.027958], [-5.707680, -1.625301, 0.545137], [-4.824052, -0.638196, 0.861259], [-3.278902, 2.178266, 0.949760], [-3.172963, 2.196990, -0.469412], [-3.995554, 3.019562, -1.219167], [-4.856456, 3.914891, -0.586435], [-4.825847, 4.055504, 0.796444], [-4.077031, 3.155394, 1.555967], [-3.943323, 2.439427, 7.542523], [-1.772613, 3.263222, 6.591748], [-1.057469, 2.583865, 4.441112], [-4.629370, 0.193804, 3.965541], [-5.250996, 0.719368, 6.323757], [-2.607802, -2.429970, 2.721083], [-4.246923, -4.208609, 2.214332], [-6.286422, -3.681131, 0.819114], [-6.544918, -1.451936, -0.145060], [-5.024174, 0.316486, 0.383751], [-2.460529, 1.534620, -0.994667], [-3.949001, 3.004450, -2.305651], [-5.359524, 4.626722, -1.260932], [-5.520586, 4.730493, 1.249064], [-4.201728, 3.141013, 2.616781]],
  "forces_ev_per_a": [[-0.23, 0.17, 0.39], [0.72, 1.21, -1.25], [0.96, 0.44, 0.93], [-0.74, 0.42, -0.38], [0.60, 0.28, -0.85], [-0.49, -1.30, 0.79], [-0.91, 0.47, -0.28], [-0.26, -0.36, 1.03], [-0.23, 1.54, 0.60], [0.63, 0.38, -0.40], [0.78, 0.45, -0.12], [-0.30, -0.95, 0.58], [0.87, 0.96, -0.09], [-1.25, 0.23, 0.89], [0.36, -0.27, -0.58], [-2.44, 0.21, 1.13], [1.49, -0.08, -0.97], [-0.69, -0.28, -1.44], [0.14, 0.71, 1.09], [-0.38, -0.86, 0.62], [-0.65, -0.28, -1.37], [-0.65, -0.45, 1.54], [0.50, 0.42, -0.06], [-0.75, -0.27, 0.86], [0.15, -1.37, -0.27], [-0.17, 0.22, 0.52], [-0.15, -0.43, -0.20], [0.59, 0.10, -0.27], [0.49, -0.48, 0.18], [0.44, -0.50, -0.73], [-0.48, -0.16, 0.48], [-0.33, -0.26, -0.59], [0.38, -0.03, -0.13], [-0.08, -0.47, -0.01], [0.41, 0.06, -0.64], [-0.41, -0.09, -0.28], [1.07, 0.34, -0.36], [0.53, 0.30, -0.68], [0.26, 0.08, 0.27], [-0.12, -0.04, 0.21], [0.48, 0.18, -0.68], [0.00, 0.81, -0.98], [-0.47, 0.17, 0.27], [-0.91, -1.15, 0.28], [0.66, 0.29, 0.86], [1.31, 0.54, -0.93], [-0.36, -2.89, -0.16], [0.24, 0.38, -0.14], [-0.06, 0.31, 0.52], [-0.16, -0.13, -0.28], [-0.73, -0.36, 0.74], [0.55, 0.48, -0.64], [0.03, 0.93, 0.00], [0.05, 0.13, -0.18], [-0.02, 0.66, 0.48], [3.30, -0.86, 1.03], [-0.40, 0.19, -1.31], [0.91, -0.11, 2.24], [-0.95, -0.12, 0.50], [-0.16, -0.38, -0.48], [-1.56, 1.03, -1.82], [-0.88, 0.17, -1.51], [-0.15, 0.48, 0.96], [0.27, 1.20, -2.44], [-0.73, -1.45, -0.64], [-0.26, 0.40, 1.75], [1.03, -0.42, 0.53], [-0.43, 0.16, -0.22], [0.22, -0.02, 1.52], [-0.10, -0.47, -0.47], [-0.12, -0.02, 0.15], [-0.18, -0.70, 0.40], [0.68, -0.03, -0.12], [-0.88, 0.34, 1.00], [0.39, 0.39, -0.98], [-0.36, 0.11, -0.05], [-0.19, -0.21, 0.32], [0.08, 0.05, 0.46], [0.88, -0.24, 0.10], [-1.44, 1.18, 1.94], [0.88, -0.13, -2.09], [-0.82, -0.09, 1.30], [1.17, 0.35, -0.82], [0.24, 0.71, 0.67], [0.56, -0.67, -0.79], [0.19, -0.58, 0.07], [-1.12, 0.66, -1.80], [-0.87, 0.23, -0.05], [-0.42, -0.54, 0.50], [-0.62, -1.57, -0.49], [0.55, 1.06, 0.37], [-0.14, 0.92, -0.89], [0.22, -0.63, 0.58], [0.13, 0.08, 0.10], [0.75, 0.86, -0.68], [-0.34, -0.89, -0.70], [-0.17, -0.48, -0.68], [0.05, -0.17, -0.16], [-0.41, -0.71, -0.22], [-0.36, -0.59, -0.11], [-0.28, -0.39, -0.05], [-0.29, 0.07, -0.10], [0.51, 0.06, 0.77], [0.15, 0.23, -0.12], [1.07, 0.51, 0.14], [0.37, 0.09, 0.42], [0.35, 0.18, 0.34], [-0.46, 0.22, 0.42], [0.02, -0.06, 0.16], [-0.22, -0.42, 0.72], [-0.04, 0.46, 0.42], [0.09, 0.15, 0.61]]
}

| no. | E_LUMO (eV) | E_HOMO (eV) |
| --- | --- | --- |
| 1 | 3.81 | -3.102 |
| 2 | 0.18 | -6.634 |